DFT (ωB97M-V with the def2-TZVPD basis set) results for C26H34F5N3O5S2V as an isolated structure in a non-equilibrium geometry.

The spin multiplicity is 4. As for the total charge: 0. The calculation puts the HOMO energy (alpha / beta) at -6.7 / -8.0 eV. The energy above the lowest of the compared OMol25 structures with the same formula, charge and spin is 164.8 kJ/mol. The calculation puts the HOMO-LUMO gap (alpha / beta) at 0.20611 / 0.25524 hartree.

XYZ file:
```
76
Properties=species:S:1:pos:R:3:mulliken_spin:R:1
V -1.388 -0.039 0.893 2.70
C -3.473 -0.166 1.605 0.18
C -2.690 -1.117 2.286 -0.06
C -2.152 -2.014 1.316 0.07
C -2.636 -1.614 0.026 -0.26
C -3.431 -0.469 0.209 0.21
C -4.205 0.278 -0.830 -0.02
C -2.447 -2.372 -1.253 -0.01
C -1.445 -3.289 1.659 -0.01
C -2.496 -1.251 3.765 0.01
C -4.378 0.857 2.210 -0.02
H -5.276 0.096 -0.716 0.01
H -3.913 -0.027 -1.832 0.00
H -4.035 1.352 -0.730 -0.01
H -3.191 -3.167 -1.334 0.00
H -1.460 -2.831 -1.306 0.00
H -2.563 -1.711 -2.111 0.00
H -1.205 -3.870 0.768 0.00
H -2.087 -3.902 2.295 0.00
H -0.530 -3.082 2.217 -0.01
H -3.021 -2.130 4.144 0.00
H -2.874 -0.375 4.290 0.00
H -1.437 -1.367 4.006 0.00
H -4.343 1.791 1.653 0.00
H -4.119 1.056 3.248 0.00
H -5.403 0.485 2.175 0.00
F -0.192 3.796 6.214 0.00
C -0.098 2.990 5.143 0.01
C 0.921 2.041 5.061 0.00
F 1.843 1.973 6.029 0.00
C 0.979 1.169 3.992 0.00
F 1.962 0.243 3.935 0.00
C 0.033 1.190 2.934 0.00
O 0.067 0.346 1.979 0.03
C -0.933 2.222 3.028 0.02
F -1.820 2.314 1.994 0.01
C -1.016 3.089 4.099 0.00
F -1.979 4.020 4.142 0.00
C 5.394 -2.139 -2.499 0.00
C 4.622 -1.083 -1.743 0.00
S 3.726 0.031 -2.885 0.00
O 4.702 0.691 -3.700 0.00
O 2.855 0.857 -2.083 0.00
C 2.676 -0.956 -4.011 0.00
C 1.519 -1.668 -3.327 0.00
N 0.696 -0.805 -2.512 0.01
C 0.540 -0.850 -1.169 0.12
N -0.357 0.036 -0.764 -0.20
C -0.778 0.717 -1.853 0.11
C -0.134 0.211 -2.967 0.05
N -0.322 0.605 -4.289 0.00
O -1.023 1.602 -4.466 0.00
O 0.195 -0.064 -5.195 0.00
C 1.234 -1.732 -0.202 0.09
H 6.058 -2.676 -1.822 0.00
H 5.998 -1.658 -3.266 0.00
H 4.729 -2.863 -2.970 0.00
H 5.297 -0.411 -1.217 0.00
H 3.904 -1.488 -1.038 0.00
H 3.323 -1.660 -4.523 0.00
H 2.303 -0.237 -4.742 0.00
H 1.889 -2.474 -2.690 0.00
H 0.884 -2.101 -4.110 0.00
H -1.490 1.520 -1.805 -0.01
H 1.989 -2.365 -0.656 0.00
H 0.504 -2.358 0.309 -0.03
H 1.692 -1.097 0.558 0.00
C 2.153 2.563 0.476 0.00
S 0.484 3.065 -0.021 0.00
C 0.887 3.637 -1.695 0.00
H 2.781 3.444 0.578 0.00
H 2.549 1.896 -0.283 0.00
H 2.070 2.052 1.428 0.00
H 1.432 2.853 -2.211 0.00
H 1.491 4.537 -1.630 0.00
H -0.042 3.856 -2.208 0.00
```

=====

DFT (ωB97M-V with the def2-TZVPD basis set) results for C26H34MoNO as an isolated structure in a non-equilibrium geometry.

The spin multiplicity is 3. As for the total charge: +1. The calculation puts the HOMO energy (alpha / beta) at -9.3 / -11.5 eV. The calculation puts the HOMO-LUMO gap (alpha / beta) at 0.20464 / 0.30158 hartree.

XYZ file:
```
63
Properties=species:S:1:pos:R:3:mulliken_spin:R:1
C 2.498 -0.104 2.415 0.04
C 2.679 -0.915 1.258 -0.04
C 2.379 -0.118 0.107 0.06
H 3.014 -1.947 1.247 0.00
C 2.018 1.198 0.556 -0.03
C 2.110 1.209 1.981 0.03
H 1.891 2.074 -0.075 0.00
C -1.130 -2.535 2.481 0.28
C 0.231 -2.730 2.106 -0.18
C 0.343 -2.468 0.689 -0.01
H 1.021 -3.151 2.718 -0.01
C -0.951 -1.963 0.242 0.06
C -1.844 -2.041 1.360 -0.04
H 2.511 -0.417 -0.927 0.02
H 1.911 2.068 2.610 0.01
H 2.652 -0.419 3.444 0.01
H -2.914 -1.851 1.295 0.00
H 1.142 -2.759 0.014 0.00
H -1.582 -2.803 3.426 0.00
Mo 0.452 -0.296 1.426 1.76
C -1.359 -1.813 -1.213 -0.02
C -2.863 -1.541 -1.338 0.00
C -1.010 -3.125 -1.926 0.02
H -3.430 -2.420 -1.003 0.00
H -3.136 -1.332 -2.379 0.00
H -3.157 -0.676 -0.730 0.00
H -1.560 -3.949 -1.452 0.00
H 0.062 -3.352 -1.856 0.00
H -1.285 -3.104 -2.988 0.00
C -0.597 -0.645 -1.903 0.03
C -0.822 0.690 -1.263 -0.01
H -0.950 -0.589 -2.944 0.00
H 0.486 -0.844 -1.939 0.00
O -0.752 0.797 0.011 0.02
N -1.169 1.801 -1.975 0.00
C -0.409 2.479 -3.054 0.00
H -1.770 2.436 -1.439 0.00
C 0.877 1.799 -3.404 0.00
C 2.099 2.332 -2.981 0.00
H 2.104 3.286 -2.440 0.00
C 3.284 1.645 -3.250 0.00
H 4.238 2.067 -2.928 0.00
C 3.236 0.417 -3.917 0.00
H 4.149 -0.159 -4.059 0.00
C 2.017 -0.079 -4.397 0.00
H 1.961 -1.042 -4.912 0.00
C 0.848 0.660 -4.207 0.00
H -0.105 0.359 -4.656 0.00
H -0.188 3.506 -2.726 0.00
H -1.062 2.543 -3.936 0.00
C -2.465 1.272 2.781 0.02
C -1.109 1.539 3.436 0.01
C -1.245 2.131 4.847 0.01
C -0.277 0.284 3.493 0.01
H -2.912 0.350 3.168 0.00
H -2.347 1.159 1.697 -0.01
H -3.164 2.095 2.966 0.00
H -0.581 2.285 2.816 0.01
H -1.668 1.395 5.542 0.00
H -0.261 2.432 5.226 0.00
H -1.889 3.017 4.843 0.00
H 0.618 0.407 4.116 -0.01
H -0.868 -0.542 3.901 -0.02
```

=====

DFT (ωB97M-V with the def2-TZVPD basis set) results for C26H34N4O2S as an isolated structure in a non-equilibrium geometry.

As for the total charge: 0. The calculation puts the HOMO energy at -7.9 eV. The energy above the lowest of the compared OMol25 structures with the same formula, charge and spin is 2008.4 kJ/mol. The calculation puts the HOMO-LUMO gap at 0.29666 hartree.

XYZ file:
```
67
Properties=species:S:1:pos:R:3:nbo_charge:R:1
C -4.908 3.366 -4.707 -0.59
C -5.319 2.219 -4.010 -0.45
C -4.242 1.632 -3.175 -0.38
C -3.787 2.604 -1.927 -0.14
N -2.578 2.167 -1.099 -0.43
C -1.881 3.041 -0.306 -0.30
C -0.959 3.728 -1.163 -0.34
H -0.606 2.991 -2.250 0.16
H -1.409 4.514 -1.964 0.21
C 0.251 4.323 -0.662 -0.23
N 1.024 3.003 -0.252 -0.57
C 1.180 2.656 1.007 0.65
O 0.699 3.576 1.984 -0.74
C 1.772 1.462 1.344 -0.25
C 2.111 0.558 0.307 -0.17
C 2.694 -0.659 0.895 -0.22
C 3.235 -0.682 2.166 0.14
C 3.022 0.177 3.117 -0.20
C 2.253 1.322 2.521 -0.08
H 2.094 2.027 3.466 0.26
H 3.478 0.014 3.956 0.22
N 3.776 -2.186 2.374 -0.56
C 3.754 -2.837 1.187 0.20
N 4.368 -4.040 1.236 -0.42
C 4.227 -4.948 -0.250 -0.21
H 3.743 -4.291 -0.896 0.21
H 5.190 -5.232 -0.139 0.22
C 3.057 -5.982 0.393 -0.01
H 2.994 -6.714 -0.108 0.15
O 3.552 -6.514 1.734 -0.51
C 3.808 -5.708 2.620 -0.03
H 4.298 -6.219 3.482 0.18
C 4.835 -4.609 2.298 -0.28
H 5.102 -3.768 3.144 0.28
H 5.892 -5.065 2.146 0.18
H 2.762 -5.256 2.917 0.12
H 2.262 -5.343 0.562 0.18
S 2.881 -2.074 -0.026 0.39
H 1.591 0.567 -0.596 0.22
H 1.475 2.419 -0.839 0.38
H 0.726 4.984 -1.194 0.20
H -0.125 4.656 0.417 0.27
H -1.258 2.480 0.426 0.24
H -2.471 3.835 0.216 0.19
C -3.175 0.960 -0.116 -0.20
C -2.238 0.334 0.465 -0.16
C -1.583 -0.628 -0.267 -0.14
C -0.632 -1.421 0.236 -0.21
C -0.230 -1.562 1.372 -0.23
C -0.777 -0.721 2.379 -0.15
C -1.788 0.262 1.751 -0.15
H -2.237 1.002 2.398 0.19
H -0.606 -0.401 3.190 0.17
H 0.454 -2.119 2.012 0.24
H -0.240 -2.233 -0.381 0.20
H -2.040 -0.889 -1.257 0.20
H -3.913 0.470 -0.575 0.21
H -3.744 1.531 0.828 0.16
H -3.498 3.425 -2.357 0.16
H -4.954 2.812 -1.133 0.11
H -3.158 1.540 -3.699 0.21
H -4.489 0.644 -2.591 0.20
H -6.102 2.374 -3.426 0.21
H -5.444 1.222 -4.510 0.22
H -5.603 3.709 -5.374 0.21
H -3.933 3.230 -5.281 0.20
H -4.633 4.263 -4.011 0.20
```

=====

Copy entry 2 word for word.
DFT (ωB97M-V with the def2-TZVPD basis set) results for C26H34MoNO as an isolated structure in a non-equilibrium geometry.

The spin multiplicity is 3. As for the total charge: +1. The calculation puts the HOMO energy (alpha / beta) at -9.3 / -11.5 eV. The calculation puts the HOMO-LUMO gap (alpha / beta) at 0.20464 / 0.30158 hartree.

XYZ file:
```
63
Properties=species:S:1:pos:R:3:mulliken_spin:R:1
C 2.498 -0.104 2.415 0.04
C 2.679 -0.915 1.258 -0.04
C 2.379 -0.118 0.107 0.06
H 3.014 -1.947 1.247 0.00
C 2.018 1.198 0.556 -0.03
C 2.110 1.209 1.981 0.03
H 1.891 2.074 -0.075 0.00
C -1.130 -2.535 2.481 0.28
C 0.231 -2.730 2.106 -0.18
C 0.343 -2.468 0.689 -0.01
H 1.021 -3.151 2.718 -0.01
C -0.951 -1.963 0.242 0.06
C -1.844 -2.041 1.360 -0.04
H 2.511 -0.417 -0.927 0.02
H 1.911 2.068 2.610 0.01
H 2.652 -0.419 3.444 0.01
H -2.914 -1.851 1.295 0.00
H 1.142 -2.759 0.014 0.00
H -1.582 -2.803 3.426 0.00
Mo 0.452 -0.296 1.426 1.76
C -1.359 -1.813 -1.213 -0.02
C -2.863 -1.541 -1.338 0.00
C -1.010 -3.125 -1.926 0.02
H -3.430 -2.420 -1.003 0.00
H -3.136 -1.332 -2.379 0.00
H -3.157 -0.676 -0.730 0.00
H -1.560 -3.949 -1.452 0.00
H 0.062 -3.352 -1.856 0.00
H -1.285 -3.104 -2.988 0.00
C -0.597 -0.645 -1.903 0.03
C -0.822 0.690 -1.263 -0.01
H -0.950 -0.589 -2.944 0.00
H 0.486 -0.844 -1.939 0.00
O -0.752 0.797 0.011 0.02
N -1.169 1.801 -1.975 0.00
C -0.409 2.479 -3.054 0.00
H -1.770 2.436 -1.439 0.00
C 0.877 1.799 -3.404 0.00
C 2.099 2.332 -2.981 0.00
H 2.104 3.286 -2.440 0.00
C 3.284 1.645 -3.250 0.00
H 4.238 2.067 -2.928 0.00
C 3.236 0.417 -3.917 0.00
H 4.149 -0.159 -4.059 0.00
C 2.017 -0.079 -4.397 0.00
H 1.961 -1.042 -4.912 0.00
C 0.848 0.660 -4.207 0.00
H -0.105 0.359 -4.656 0.00
H -0.188 3.506 -2.726 0.00
H -1.062 2.543 -3.936 0.00
C -2.465 1.272 2.781 0.02
C -1.109 1.539 3.436 0.01
C -1.245 2.131 4.847 0.01
C -0.277 0.284 3.493 0.01
H -2.912 0.350 3.168 0.00
H -2.347 1.159 1.697 -0.01
H -3.164 2.095 2.966 0.00
H -0.581 2.285 2.816 0.01
H -1.668 1.395 5.542 0.00
H -0.261 2.432 5.226 0.00
H -1.889 3.017 4.843 0.00
H 0.618 0.407 4.116 -0.01
H -0.868 -0.542 3.901 -0.02
```

=====

What is the total charge in the third record?
0

=====

total charge of number 3 (C26H34N4O2S)?
0